# 1
The following is a DFT calculation (ωB97M-V with the def2-TZVPD basis set) of one molecule with the formula C2H8NOPS in a non-equilibrium geometry.

Results
Spin multiplicity: 3
DFT total energy in Ha: -950.3167
Highest occupied orbital energy (alpha / beta) in eV: -5.09 / -10.09
Net charge: 0
LUMO (alpha / beta) in eV: 0.64 / -2.77
Relative energy (zero: lowest compared OMol25 entry of this formula, charge and spin) in kcal/mol: 95.46
<S²>: 2.007
Gap between HOMO and LUMO (alpha / beta) in eV: 5.729 / 7.320

```
14
C2H8NOPS ωB97M-V with the def2-TZVPD basis set
C -0.54 0.93 -1.07
C 0.92 0.40 -0.66
N 0.91 -0.88 0.01
O 2.11 0.16 2.00
P -0.84 -0.71 2.28
S 1.29 -1.00 1.70
H -1.37 0.77 -0.36
H -0.59 1.93 -1.45
H -0.74 0.24 -1.90
H 1.55 0.39 -1.45
H 1.23 1.16 -0.04
H 1.64 -1.42 -0.45
H -0.71 -1.61 3.30
H -1.09 -1.79 1.37
```

# 2
The following is a DFT calculation (ωB97M-V with the def2-TZVPD basis set) of a 2-piece molecular cluster, C2H8NOPS2 overall in a non-equilibrium geometry.

Results
Spin multiplicity: 3
DFT total energy in Ha: -1348.5705
Highest occupied orbital energy (alpha / beta) in eV: -5.24 / -9.65
Net charge: 0
LUMO (alpha / beta) in eV: 0.52 / -3.20
Relative energy (zero: lowest compared OMol25 entry of this formula, charge and spin) in kcal/mol: 61.80
<S²>: 2.015
Gap between HOMO and LUMO (alpha / beta) in eV: 5.761 / 6.453

```
15
C2H8NOPS2 ωB97M-V with the def2-TZVPD basis set
C 2.30 0.74 0.29
C 0.54 -0.73 0.86
N 1.08 0.36 0.22
O 0.67 2.17 -1.76
P -0.34 1.09 -1.09
S -0.31 -0.36 -2.49
S -3.82 -0.69 -0.39
H 2.77 1.71 -0.27
H 3.09 0.28 0.88
H -4.88 -0.20 -0.92
H 1.29 -1.56 1.20
H -0.22 -0.45 1.67
H -0.21 -1.30 0.28
H 0.90 2.08 -2.62
H -3.18 -1.28 -1.46
```

# 3
The following is a DFT calculation (ωB97M-V with the def2-TZVPD basis set) of a 2-piece molecular cluster, C2H8NOS overall.

Results
Spin multiplicity: 1
DFT total energy in Ha: -609.2089
Highest occupied orbital energy in eV: -2.82
Net charge: -1
LUMO in eV: 4.12
Relative energy (zero: lowest compared OMol25 entry of this formula, charge and spin) in kcal/mol: 9.45
Gap between HOMO and LUMO in eV: 6.934

```
13
C2H8NOS ωB97M-V with the def2-TZVPD basis set
N 0.02 1.08 1.78
C 0.97 -0.03 1.80
O 1.44 -0.30 0.53
H -0.69 0.90 1.08
H -0.43 1.17 2.69
H 1.82 0.26 2.43
H 0.55 -0.95 2.24
C -0.83 -0.28 -2.63
S -1.24 -0.80 -0.93
H -0.20 -1.02 -3.12
H -1.73 -0.16 -3.24
H -0.32 0.68 -2.62
H 0.63 -0.54 -0.02
```

# 4
The following is a DFT calculation (ωB97M-V with the def2-TZVPD basis set) of C2H8NOS as an isolated structure in a non-equilibrium geometry.

Results
Spin multiplicity: 1
DFT total energy in Ha: -608.7548
Highest occupied orbital energy (alpha / beta) in eV: -13.30 / -13.30
Net charge: +1
LUMO (alpha / beta) in eV: -7.11 / -7.10
Relative energy (zero: lowest compared OMol25 entry of this formula, charge and spin) in kcal/mol: 119.53
Gap between HOMO and LUMO (alpha / beta) in eV: 6.186 / 6.199

```
13
C2H8NOS ωB97M-V with the def2-TZVPD basis set
C -1.18 1.27 1.95
C 0.88 -0.55 -0.09
N -0.42 -0.99 -1.35
O 0.53 0.56 0.34
S 2.35 -0.35 -1.30
H -1.76 1.29 1.07
H -0.28 1.89 2.29
H -1.19 0.47 2.72
H 0.96 -1.41 0.47
H -0.85 -0.09 -1.22
H -1.03 -1.72 -0.96
H 0.13 -1.21 -2.20
H 1.86 0.84 -1.73
```

# 5
The following is a DFT calculation (ωB97M-V with the def2-TZVPD basis set) of a 2-piece molecular cluster, C2H8NS overall in a non-equilibrium geometry.

Results
Spin multiplicity: 1
DFT total energy in Ha: -533.9476
Highest occupied orbital energy in eV: -2.58
Net charge: -1
LUMO in eV: 4.02
Relative energy (zero: lowest compared OMol25 entry of this formula, charge and spin) in kcal/mol: 14.75
Gap between HOMO and LUMO in eV: 6.597

```
12
C2H8NS ωB97M-V with the def2-TZVPD basis set
S 0.81 -2.71 1.98
H 0.85 -1.78 2.97
C 0.75 0.65 -1.30
N 0.20 0.77 0.03
C -1.20 0.28 0.11
H -0.10 0.86 -1.96
H 1.08 -0.35 -1.65
H 1.50 1.45 -1.39
H 0.75 0.26 0.74
H -1.31 -0.64 -0.46
H -1.51 0.09 1.15
H -1.81 1.13 -0.22
```

# 6
The following is a DFT calculation (ωB97M-V with the def2-TZVPD basis set) of a 2-piece molecular cluster, C2H8NS overall in a non-equilibrium geometry.

Results
Spin multiplicity: 1
DFT total energy in Ha: -533.9584
Highest occupied orbital energy in eV: -2.25
Net charge: -1
LUMO in eV: 4.26
Relative energy (zero: lowest compared OMol25 entry of this formula, charge and spin) in kcal/mol: 7.93
Gap between HOMO and LUMO in eV: 6.510

```
12
C2H8NS ωB97M-V with the def2-TZVPD basis set
N -1.16 2.13 -1.74
H -0.69 1.39 -2.27
H -2.13 1.83 -1.75
H -0.87 2.01 -0.78
C 1.31 -0.63 1.20
C 0.16 -1.27 0.40
S -1.47 -0.98 1.15
H 2.23 -0.80 0.63
H 0.98 0.41 1.27
H 1.27 -0.93 2.25
H 0.03 -0.83 -0.59
H 0.34 -2.33 0.22
```

# 7
The following is a DFT calculation (ωB97M-V with the def2-TZVPD basis set) of a 2-piece molecular cluster, C2H8NS overall.

Results
Spin multiplicity: 1
DFT total energy in Ha: -533.9637
Highest occupied orbital energy in eV: -2.38
Net charge: -1
LUMO in eV: 4.51
Relative energy (zero: lowest compared OMol25 entry of this formula, charge and spin) in kcal/mol: 4.62
Gap between HOMO and LUMO in eV: 6.886

```
12
C2H8NS ωB97M-V with the def2-TZVPD basis set
N -3.17 0.45 0.75
H -2.80 1.34 1.08
H -3.13 0.48 -0.26
H -2.43 -0.22 0.95
C 2.17 -0.03 0.88
C 1.65 -0.40 -0.51
S -0.15 -0.10 -0.68
H 3.16 0.43 0.86
H 1.51 0.72 1.32
H 2.29 -0.90 1.51
H 2.17 0.17 -1.29
H 1.85 -1.46 -0.72
```

# 8
The following is a DFT calculation (ωB97M-V with the def2-TZVPD basis set) of a 2-piece molecular cluster, C2H8NS overall in a non-equilibrium geometry.

Results
Spin multiplicity: 1
DFT total energy in Ha: -533.9652
Highest occupied orbital energy in eV: -2.43
Net charge: -1
LUMO in eV: 4.39
Relative energy (zero: lowest compared OMol25 entry of this formula, charge and spin) in kcal/mol: 3.67
Gap between HOMO and LUMO in eV: 6.821

```
12
C2H8NS ωB97M-V with the def2-TZVPD basis set
N 2.42 0.68 0.76
H 1.42 0.97 0.80
H 2.83 0.55 1.66
H 2.51 -0.17 0.22
C -1.50 -0.96 -0.46
C -0.75 0.36 -0.53
S -0.79 1.30 1.01
H -1.59 -1.45 -1.46
H -1.19 -1.64 0.32
H -2.53 -0.69 -0.16
H 0.29 0.11 -0.80
H -1.12 0.96 -1.36
```

# 9
The following is a DFT calculation (ωB97M-V with the def2-TZVPD basis set) of a 2-piece molecular cluster, C2H8NS overall in a non-equilibrium geometry.

Results
Spin multiplicity: 2
DFT total energy in Ha: -533.7633
Highest occupied orbital energy (alpha / beta) in eV: -3.01 / -8.04
Net charge: 0
LUMO (alpha / beta) in eV: 0.40 / 0.33
Relative energy (zero: lowest compared OMol25 entry of this formula, charge and spin) in kcal/mol: 76.21
<S²>: 0.753
Gap between HOMO and LUMO (alpha / beta) in eV: 3.412 / 8.361

```
12
C2H8NS ωB97M-V with the def2-TZVPD basis set
S -1.18 -2.49 0.81
H -1.95 -1.62 1.55
H -0.16 -2.43 1.70
C -0.12 1.05 -0.52
C 0.58 1.89 0.22
N 0.45 -0.29 -0.85
H -1.07 1.24 -1.09
H 0.09 2.79 0.55
H 1.57 1.65 0.50
H 0.51 -0.38 -1.85
H 1.39 -0.32 -0.50
H -0.13 -1.09 -0.50
```

# 10
The following is a DFT calculation (ωB97M-V with the def2-TZVPD basis set) of an isolated ion of composition C2H8NS and charge +1 in a non-equilibrium geometry.

Results
Spin multiplicity: 1
DFT total energy in Ha: -533.6417
Highest occupied orbital energy in eV: -13.16
Net charge: +1
LUMO in eV: -4.23
Relative energy (zero: lowest compared OMol25 entry of this formula, charge and spin) in kcal/mol: 24.09
SMILES: [NH3+]CCS
Gap between HOMO and LUMO in eV: 8.931

```
12
C2H8NS ωB97M-V with the def2-TZVPD basis set
N 0.54 0.72 -1.33
C -0.23 -0.29 -0.57
C -0.18 -0.08 0.93
S -1.22 -1.39 1.85
H 1.50 0.47 -1.04
H 0.62 0.77 -2.41
H 0.45 1.75 -0.91
H 0.04 -1.23 -0.89
H -1.26 -0.05 -0.87
H 0.92 -0.09 1.26
H -0.83 0.84 1.09
H -0.35 -1.42 2.89
```

What is the spin multiplicity in the sixth record?
1